(1)
# C12H15NS

A single C12H15NS molecule (ωB97M-V/def2-TZVPD, the OMol25 dataset).

Each line ends with the Mulliken spin population.
CARTESIAN COORDINATES (ANGSTROEM)
1 C -3.011 1.543 -3.073  -0.10
2 C -2.377 0.296 -3.396  0.25
3 C -2.714 2.115 -1.884  0.21
4 C -1.402 -0.292 -2.627  -0.07
5 C -1.835 1.451 -0.980  -0.03
6 C -1.182 0.254 -1.363  0.21
7 C -1.569 2.195 0.089  0.52
8 C -1.536 2.703 1.286  -0.06
9 C 1.984 -2.527 0.578  0.00
10 C 3.169 -0.603 1.505  0.03
11 C 1.052 -1.146 2.687  0.07
12 C 1.807 -1.166 1.222  -0.06
13 N 1.039 -0.173 0.485  0.64
14 S 0.029 -0.734 -0.637  0.30
15 H -3.408 2.032 -3.966  0.00
16 H -2.322 -0.113 -4.461  0.01
17 H -3.144 3.065 -1.462  0.00
18 H -0.795 -1.218 -2.725  0.00
19 H -1.989 2.106 2.031  0.04
20 H -0.911 3.530 1.561  0.04
21 H 2.382 -3.233 1.325  0.00
22 H 1.059 -2.871 0.101  0.00
23 H 2.757 -2.276 -0.192  0.00
24 H 3.750 -0.791 0.682  -0.01
25 H 3.637 -0.969 2.403  0.00
26 H 3.001 0.500 1.673  0.01
27 H 0.487 -0.274 2.904  0.00
28 H 0.217 -1.974 2.795  0.00
29 H 1.829 -1.431 3.440  0.00

As for the energy above the lowest of the compared OMol25 structures with the same formula, charge and spin: 0.00 kcal per mole. Its spin multiplicity is 3. The net charge is 0. Its gap between HOMO and LUMO (spin up / spin down) is 0.2681 / 0.2882 Eh. Its LUMO energy (spin up / spin down) is 0.85 / -1.05 eV. The HOMO energy (spin up / spin down) comes out at -6.45 / -8.89 eV.


(2)
# C43H112BN5O15P

11 unconnected molecules or ions with the total composition C43H112BN5O15P (ωB97M-V/def2-TZVPD, the OMol25 dataset).

Each line ends with the Mulliken charge.
CARTESIAN COORDINATES (ANGSTROEM)
1 C 6.939 0.917 -2.281  -0.70
2 C 6.139 -0.242 -1.424  0.04
3 C 4.581 -0.240 -1.933  -0.72
4 C 3.582 0.738 -1.014  0.43
5 O 2.391 -0.072 -0.730  -0.41
6 C 1.345 0.679 -0.019  0.05
7 C 0.703 1.865 -1.009  -0.84
8 C 0.629 1.430 -2.586  -0.69
9 C -0.899 1.679 -3.219  0.60
10 C -1.108 3.184 -3.835  -0.99
11 C -1.052 0.516 -4.412  -1.21
12 C 0.051 -0.302 0.331  0.58
13 C 0.457 -1.803 0.837  0.06
14 C -0.513 -2.961 0.196  -0.83
15 C -1.712 -3.404 1.230  0.08
16 N -1.169 -3.980 2.519  -0.60
17 C -1.041 0.367 1.350  -0.90
18 N -0.474 1.322 2.375  -0.20
19 C 0.713 2.107 1.864  -0.66
20 N 0.746 3.497 2.037  0.16
21 B 1.896 4.391 1.611  0.33
22 N 1.914 5.342 0.427  -0.53
23 O 3.135 4.378 2.464  -0.58
24 N 1.887 1.424 1.189  1.11
25 C 2.531 0.509 2.204  0.84
26 C 4.004 1.081 2.752  -1.17
27 C 5.215 -0.016 2.401  0.22
28 P 5.504 -1.285 3.811  0.86
29 O 5.656 -0.406 5.154  -0.76
30 O 6.971 -2.212 3.665  -0.40
31 C 7.606 -2.057 2.347  -0.27
32 C 6.840 -2.881 1.130  -0.41
33 O 4.059 -2.253 4.054  -0.43
34 C 3.742 -3.060 2.863  1.39
35 C 4.405 -4.559 2.954  -1.08
36 H 6.772 0.641 -3.428  0.05
37 H 8.077 0.916 -1.974  0.38
38 H 6.391 1.944 -2.018  0.16
39 H 6.599 -1.286 -1.739  0.23
40 H 6.284 -0.137 -0.267  -0.12
41 H 4.133 -1.323 -1.896  0.30
42 H 4.505 0.107 -3.072  0.23
43 H 3.403 1.691 -1.667  0.19
44 H 4.199 1.014 -0.047  -0.20
45 H 1.355 2.837 -0.936  0.04
46 H -0.404 2.157 -0.690  0.41
47 H 1.360 2.110 -3.199  0.37
48 H 0.875 0.310 -2.812  0.17
49 H -1.669 1.377 -2.384  0.10
50 H -0.050 3.655 -4.029  0.25
51 H -1.773 3.812 -3.079  0.24
52 H -1.669 3.052 -4.880  0.32
53 H -0.141 0.565 -5.171  0.27
54 H -0.983 -0.561 -3.911  0.25
55 H -2.070 0.646 -4.984  0.40
56 H -0.511 -0.442 -0.713  0.27
57 H 0.280 -1.818 2.017  0.20
58 H 1.574 -2.109 0.677  -0.10
59 H -1.007 -2.606 -0.813  0.24
60 H 0.140 -3.910 -0.017  0.35
61 H -2.339 -4.249 0.670  0.29
62 H -2.402 -2.467 1.414  -0.23
63 H -0.126 -3.972 2.557  0.29
64 H -1.573 -3.458 3.339  0.33
65 H -1.522 -0.536 1.963  0.15
66 H -1.950 0.819 0.724  0.12
67 H -1.241 2.047 2.510  0.44
68 H -0.072 3.982 2.516  0.32
69 H 2.931 5.445 0.160  0.26
70 H 1.394 4.951 -0.389  0.25
71 H 2.968 3.641 3.140  0.31
72 H 2.770 -0.580 1.800  -0.90
73 H 1.857 0.362 3.153  0.51
74 H 4.264 2.041 2.135  0.41
75 H 3.904 1.248 3.908  0.31
76 H 6.246 0.570 2.272  0.44
77 H 4.910 -0.511 1.383  -0.74
78 H 8.683 -2.560 2.437  0.35
79 H 7.832 -0.921 2.056  0.22
80 H 7.614 -2.882 0.221  0.35
81 H 6.664 -4.003 1.412  0.24
82 H 5.875 -2.353 0.731  -0.11
83 H 4.020 -2.493 1.875  -0.60
84 H 2.562 -3.221 2.832  -0.20
85 H 3.712 -5.346 3.510  0.31
86 H 4.643 -4.953 1.855  0.27
87 H 5.465 -4.522 3.495  0.27
88 C 7.332 2.136 -7.069  -0.97
89 C 6.059 1.511 -6.537  -0.30
90 O 5.743 2.060 -5.266  -0.46
91 H 8.164 1.961 -6.378  0.27
92 H 7.591 1.720 -8.046  0.35
93 H 7.220 3.220 -7.165  0.35
94 H 6.182 0.430 -6.421  0.29
95 H 5.219 1.692 -7.215  0.25
96 H 5.628 3.018 -5.381  0.24
97 C 5.941 -0.652 -9.944  -0.87
98 C 5.199 0.483 -10.619  -0.30
99 O 6.054 1.608 -10.756  -0.51
100 H 6.301 -0.343 -8.957  0.13
101 H 5.294 -1.526 -9.826  0.34
102 H 6.821 -0.941 -10.528  0.35
103 H 4.333 0.783 -10.021  0.27
104 H 4.846 0.186 -11.611  0.30
105 H 6.815 1.333 -11.296  0.30
106 C -5.786 -0.474 1.781  -1.07
107 C -5.603 -0.920 0.345  0.25
108 O -5.005 -2.207 0.309  -0.50
109 H -4.823 -0.445 2.301  0.21
110 H -6.242 0.519 1.826  0.37
111 H -6.422 -1.179 2.327  0.34
112 H -4.950 -0.225 -0.191  0.23
113 H -6.563 -0.964 -0.178  -0.11
114 H -5.597 -2.819 0.781  0.31
115 C -4.296 -3.315 6.889  -1.09
116 C -4.054 -3.611 5.424  -0.11
117 O -2.808 -3.065 5.018  -0.52
118 H -4.294 -2.235 7.069  0.30
119 H -5.255 -3.725 7.217  0.28
120 H -3.500 -3.743 7.507  0.35
121 H -4.840 -3.164 4.808  0.22
122 H -4.043 -4.690 5.238  0.21
123 H -2.116 -3.475 5.565  0.27
124 C -9.996 0.030 -2.746  -1.00
125 C -9.448 -0.902 -1.686  -0.16
126 O -9.353 -0.222 -0.443  -0.53
127 H -9.351 0.908 -2.857  0.20
128 H -10.072 -0.478 -3.711  0.37
129 H -10.988 0.398 -2.463  0.28
130 H -8.448 -1.250 -1.962  0.26
131 H -10.094 -1.776 -1.559  0.26
132 H -10.247 0.075 -0.203  0.29
133 C -10.804 5.060 -1.664  -1.14
134 C -10.161 3.737 -2.024  -0.09
135 O -10.952 3.059 -2.989  -0.50
136 H -11.812 4.902 -1.267  0.29
137 H -10.209 5.593 -0.917  0.34
138 H -10.907 5.694 -2.551  0.33
139 H -10.080 3.098 -1.139  0.24
140 H -9.158 3.887 -2.434  0.27
141 H -11.011 3.631 -3.773  0.28
142 C -6.857 -6.761 6.691  -0.89
143 C -7.300 -5.640 5.774  -0.17
144 O -6.626 -5.737 4.528  -0.50
145 H -5.776 -6.719 6.855  0.24
146 H -7.365 -6.698 7.658  0.17
147 H -7.073 -7.737 6.242  0.39
148 H -7.063 -4.668 6.216  0.14
149 H -8.379 -5.683 5.594  0.31
150 H -6.851 -6.600 4.140  0.29
151 C 10.874 3.853 -7.369  -0.79
152 C 11.517 2.530 -7.728  -0.30
153 O 10.727 1.852 -8.694  -0.49
154 H 9.866 3.695 -6.971  0.07
155 H 11.469 4.386 -6.622  0.34
156 H 10.771 4.487 -8.256  0.33
157 H 11.599 1.891 -6.844  0.27
158 H 12.521 2.680 -8.139  0.31
159 H 10.668 2.424 -9.478  0.29
160 C 0.674 8.054 2.422  -0.80
161 C -0.527 7.860 1.520  -0.12
162 O -1.282 9.060 1.452  -0.55
163 H 0.356 8.344 3.429  0.31
164 H 1.264 7.136 2.488  0.06
165 H 1.314 8.859 2.046  0.33
166 H -1.176 7.070 1.911  0.22
167 H -0.217 7.582 0.508  0.20
168 H -0.700 9.753 1.096  0.32
169 C -9.261 -5.407 11.083  -1.01
170 C -9.936 -5.642 9.748  -0.21
171 O -9.458 -6.846 9.167  -0.49
172 H -8.174 -5.348 10.959  0.26
173 H -9.615 -4.480 11.542  0.32
174 H -9.458 -6.238 11.768  0.32
175 H -9.719 -4.820 9.059  0.26
176 H -11.022 -5.715 9.865  0.29
177 H -9.664 -7.570 9.782  0.27

The net charge is +1. Its gap between HOMO and LUMO is 0.2476 Eh. Its LUMO energy is -3.95 eV. The HOMO energy comes out at -10.69 eV.


(3)
# C19H47N3O9P3

3 unconnected molecules or ions with the total composition C19H47N3O9P3 (ωB97M-V/def2-TZVPD, the OMol25 dataset).

Each line ends with the Mulliken charge.
CARTESIAN COORDINATES (ANGSTROEM)
1 N 2.851 4.007 -1.674  -0.75
2 P 3.741 2.708 -1.568  0.47
3 C 2.902 1.129 -1.951  -0.16
4 C 2.576 0.845 -3.435  -0.99
5 C 1.242 1.516 -3.564  0.07
6 N 0.703 1.587 -2.407  0.41
7 C -0.596 2.226 -2.103  -1.53
8 C -1.687 1.185 -1.890  0.45
9 O -1.667 0.730 -0.535  -0.53
10 C -3.138 1.666 -2.221  -0.68
11 N -3.302 2.873 -3.022  -0.63
12 C 1.512 0.972 -1.329  -0.72
13 H 1.910 3.786 -1.971  0.25
14 H 4.835 2.835 -2.447  0.14
15 H 4.194 2.551 -0.243  0.04
16 H 3.622 0.347 -1.692  0.39
17 H 2.685 -0.171 -3.810  0.41
18 H 3.298 1.401 -4.048  0.40
19 H 0.795 1.887 -4.476  0.46
20 H -0.430 2.784 -1.182  0.43
21 H -0.788 2.942 -2.896  0.46
22 H -1.498 0.279 -2.468  0.36
23 H -1.480 1.463 0.058  0.38
24 H -3.689 1.812 -1.296  0.37
25 H -3.622 0.854 -2.764  0.20
26 H -3.177 3.705 -2.462  0.30
27 H -2.701 2.910 -3.832  0.24
28 H 1.284 -0.092 -1.284  0.37
29 H 1.409 1.449 -0.360  0.41
30 O -6.942 -5.116 -1.764  -0.78
31 P -5.981 -4.116 -2.264  1.00
32 O -6.827 -3.045 -3.155  -0.34
33 C -8.165 -2.683 -2.808  -0.31
34 C -8.232 -1.616 -1.734  -0.86
35 O -5.139 -4.903 -3.397  -0.34
36 C -5.377 -6.286 -3.672  -0.30
37 C -6.460 -6.464 -4.716  -0.98
38 O -4.683 -3.211 -1.974  -0.31
39 C -4.739 -1.896 -1.435  0.09
40 C -5.013 -1.883 0.057  -1.21
41 H -8.739 -3.560 -2.504  0.32
42 H -8.623 -2.305 -3.722  0.35
43 H -7.739 -1.948 -0.818  0.13
44 H -9.268 -1.379 -1.495  0.41
45 H -7.745 -0.695 -2.062  0.23
46 H -5.613 -6.829 -2.758  0.33
47 H -4.436 -6.693 -4.047  0.32
48 H -7.352 -5.888 -4.471  0.26
49 H -6.735 -7.516 -4.806  0.36
50 H -6.111 -6.115 -5.689  0.27
51 H -5.448 -1.277 -1.988  0.15
52 H -3.754 -1.460 -1.615  0.14
53 H -5.891 -2.482 0.304  0.40
54 H -5.171 -0.864 0.411  0.33
55 H -4.170 -2.309 0.602  0.33
56 O 5.853 2.115 3.083  -0.75
57 P 6.376 1.851 4.441  0.98
58 O 5.086 1.780 5.441  -0.34
59 C 3.842 1.235 5.020  -0.23
60 C 3.796 -0.279 5.105  -0.96
61 O 7.018 3.260 4.898  -0.35
62 C 7.047 4.390 4.028  -0.29
63 C 5.785 5.220 4.156  -0.98
64 O 7.443 1.083 5.347  -0.33
65 C 7.225 -0.209 5.917  -0.21
66 C 7.362 -1.327 4.901  -1.03
67 H 3.596 1.564 4.007  0.26
68 H 3.086 1.656 5.683  0.35
69 H 4.574 -0.732 4.487  0.16
70 H 2.829 -0.653 4.764  0.40
71 H 3.943 -0.620 6.130  0.27
72 H 7.218 4.083 2.998  0.30
73 H 7.909 4.988 4.326  0.34
74 H 4.889 4.604 4.075  0.24
75 H 5.754 5.991 3.385  0.36
76 H 5.749 5.707 5.131  0.28
77 H 6.272 -0.244 6.443  0.25
78 H 7.994 -0.326 6.681  0.34
79 H 6.746 -1.138 4.018  0.29
80 H 7.068 -2.281 5.339  0.35
81 H 8.394 -1.408 4.560  0.32

The net charge is +1. Its gap between HOMO and LUMO is 0.2741 Eh. Its LUMO energy is -4.49 eV. The HOMO energy comes out at -11.95 eV.


Q: What is the formula in the second record?
A: C43H112BN5O15P